No. 1
This record from the Open Molecules 2025 dataset describes 10 unconnected molecules or ions with the total composition C5H28NO11 at a distorted geometry. The level of theory is ωB97M-V/def2-TZVPD.

## Properties
ΔE to the lowest compared entry with this formula, charge and spin: 6.1142 eV
E_HOMO: -6.717 eV
largest force on an atom: 6.375 eV/Å
charge: -1
frontier orbital gap: 9.1 eV
multiplicity: 1

XYZ file:
```
45
Properties=species:S:1:pos:R:3:forces:R:3:nbo_charge:R:1
H -1.5945 1.9209 2.3141 1.3187 1.7882 -0.9060 0.4877
H 1.6305 2.1303 -2.2198 1.2088 0.0325 0.5365 0.4801
C -1.6585 -3.0576 0.7051 -1.2829 -2.1316 -0.3656 -0.0700
O 2.1282 -0.4073 3.3522 -0.8546 -0.0840 -0.8317 -0.6307
H -1.5702 2.1608 -1.8876 0.4360 -0.1854 0.3906 0.4580
H 1.3443 3.5669 1.2919 -4.0520 -1.1941 -1.1225 0.4772
C 0.6133 -1.8536 0.3054 4.4871 0.9113 -1.3341 -0.0389
H -4.0658 1.4661 -0.4682 -1.7035 2.7715 0.3091 0.4482
H 2.7431 2.9453 1.4805 0.0274 -1.1910 -0.1764 0.4776
H -1.1376 0.9131 -4.0137 1.0224 -1.4466 0.6368 0.4729
O 2.1989 3.7108 1.5144 3.9840 2.4322 1.3520 -0.9564
O 1.8380 2.9847 -2.6990 -2.4970 -0.1965 -1.2758 -0.9917
O 2.7604 0.5404 -0.0214 5.5978 2.0135 2.2905 -0.9832
C 1.4571 -3.1556 0.3256 0.5843 1.1891 1.7847 -0.6346
H 0.6084 0.4859 -2.5792 0.3009 0.1614 0.3791 0.5010
C -0.8089 -2.0924 -0.0311 -0.5112 4.6268 -0.2047 -0.4660
H -0.0346 -0.6620 1.9348 0.8118 0.1920 0.1630 0.4075
O -0.7011 0.1469 -3.5322 -0.3876 1.2365 -3.4163 -0.9376
H -2.6386 0.9549 -0.7356 -2.1569 -0.7420 0.4834 0.5014
H 1.1912 -1.1688 -0.5252 -2.1309 -1.8880 1.4684 0.2270
H -1.0028 -3.8105 1.2775 -1.3296 1.1566 -0.4206 0.1791
H 1.0737 -3.8179 1.1318 0.8859 0.4967 0.0524 0.1984
H -2.2571 -3.6584 -0.1074 1.1425 0.6914 1.4866 0.1550
H -1.2523 0.0882 -2.7849 -1.1878 -0.1830 2.0960 0.4972
O -1.2664 1.5426 -1.2013 -0.9476 0.2231 -0.3818 -1.1625
C 1.9484 -1.0439 2.3113 0.0220 1.1104 2.2031 0.5354
O -2.6350 -2.4214 1.5315 0.9761 -1.3894 0.7125 -0.7194
H 0.0938 1.2423 -1.2251 1.1121 -0.6997 -2.1319 0.5193
H 0.3241 1.8966 0.9140 -0.2692 -0.0924 -0.0088 0.4756
H -2.0193 0.6115 2.3667 -0.2561 -2.7839 -1.1916 0.4405
O -2.1029 1.3712 2.8705 -1.4623 0.7542 2.6150 -0.9523
H -2.8000 -1.5844 1.1287 -0.4724 1.0590 -0.4698 0.4800
O -3.6522 0.6562 -0.4949 3.8307 -2.2342 -0.7335 -1.0266
H 2.5429 -2.8394 0.3893 -1.2261 -0.8746 0.3294 0.2234
H 3.3695 1.2214 -0.4820 -1.7125 -1.7921 1.0332 0.4727
H 2.0415 0.4612 -0.5636 -3.0173 -0.0692 -2.8348 0.4853
H -1.0308 2.2332 0.1683 0.6645 -0.2397 0.2602 0.5114
H 2.7652 -1.6867 2.0872 0.4773 -0.8056 -1.2793 0.1206
H -1.1706 -0.9270 0.1048 -0.1640 -2.7262 -0.5364 0.2139
H -0.8973 -2.2916 -1.0845 0.2196 0.0842 -0.5204 0.2307
N 0.8371 -1.0331 1.5478 -1.5249 -1.2839 -0.5585 -0.6433
O 1.0351 0.8752 -1.7898 -1.8864 -0.3665 1.5894 -1.0769
O -0.5378 2.3187 1.0371 0.4013 0.6155 0.0956 -1.0220
H 1.3642 -3.7644 -0.5242 -0.3368 -0.3671 -1.6740 0.2085
H 0.9256 2.8307 -3.1198 1.8583 1.4205 0.1072 0.4266
```
Forces are in eV/Å.

No. 2
This record from the Open Molecules 2025 dataset describes 9 unconnected molecules or ions with the total composition C5H28O9 at a distorted geometry. The level of theory is ωB97M-V/def2-TZVPD.

## Properties
ΔE to the lowest compared entry with this formula, charge and spin: 4.4412 eV
E_HOMO: -9.840 eV
SMILES string: CO.CO.CO.CO.CO.O.O.O.O
largest force on an atom: 2.748 eV/Å
frontier orbital gap: 9.9 eV
multiplicity: 1

XYZ file:
```
42
Properties=species:S:1:pos:R:3:forces:R:3:nbo_charge:R:1
O 0.3873 4.1066 3.9484 -0.7661 -1.0604 -0.4827 -0.7417
H -1.9327 3.1147 -4.1983 -0.1823 0.0382 0.1158 0.4624
O -0.4510 -1.8227 -4.7649 0.8581 0.1946 0.6888 -0.7459
H 3.1932 1.5219 3.9845 -0.1662 0.1811 -0.1111 0.4678
H -4.7211 2.5769 0.7619 -0.1404 -0.1144 0.1812 0.4696
H 2.9108 -2.6449 2.8130 -0.4506 -0.0991 0.7844 0.1568
H 2.0171 -3.9203 1.9932 -0.0648 -0.3679 0.0148 0.1523
O 1.8590 3.2653 -2.7787 -0.1480 0.0780 -0.2958 -0.9445
H 0.4324 -0.6865 -1.6355 -0.4002 0.1091 0.1036 0.4813
C 3.0166 -3.5821 2.2666 -0.9517 0.7235 1.7600 -0.2363
H 0.7041 4.4313 3.1023 -0.1946 -0.1219 -0.1197 0.4658
C -2.9646 -4.0301 1.3725 2.0175 0.3805 -1.4607 -0.2625
H -4.6275 3.3118 -0.5584 -0.1135 0.1087 -0.2004 0.4697
C 0.1740 0.5489 -0.0596 0.5031 -0.3047 0.3798 -0.2667
H 1.8211 2.4069 -2.3568 0.0351 -0.3763 0.1223 0.4762
O 3.5789 0.8488 4.5453 -0.0679 -0.2416 0.0066 -0.9355
O 3.8031 -3.2730 1.2030 1.4455 -0.1643 -2.3318 -0.7173
H 0.2257 -1.0298 -6.4164 1.0638 1.1875 -0.0775 0.1897
O -3.1874 -5.3946 1.0391 -1.0179 -0.1628 0.7952 -0.7220
O -1.2446 2.8773 -4.8200 -0.1104 -0.0893 -0.2179 -0.9410
H -1.5232 3.8208 2.9027 0.5534 0.3081 -0.4536 0.1731
H -3.6925 -5.4151 0.2230 -0.0427 -0.0536 0.0977 0.4682
H 0.8153 1.1134 0.6172 0.8096 0.3381 -0.7626 0.1776
H -3.5342 -3.3216 0.7711 -0.4614 -0.1189 0.2709 0.1672
H -0.6268 -2.7349 -5.0071 0.1058 0.0197 -0.0361 0.4657
H -0.4279 3.0492 -4.3513 0.4004 0.0675 0.1510 0.4782
H 3.2966 -2.7322 0.5927 0.1004 0.0598 -0.0669 0.4667
O -4.0906 2.9570 0.1502 0.2744 0.0050 0.0271 -0.9389
H -1.4477 4.4283 4.5126 -0.8431 -0.9726 0.4632 0.1908
H 3.5224 -4.2961 2.9167 -0.0978 -0.1159 -0.1780 0.1770
H -1.9403 -3.9168 1.0175 0.3420 0.7861 0.0687 0.1647
C 0.7210 -1.3537 -5.5011 -1.2657 -1.7052 -0.2999 -0.2625
H -0.4738 1.2511 -0.5844 -0.0802 -0.2212 -0.0683 0.1769
H 1.3789 -0.7355 -4.8903 -0.7221 0.6312 -0.2492 0.1909
O 0.9586 -0.3025 -0.9303 -0.0887 0.8395 0.9112 -0.7415
H -0.3407 0.0298 0.7490 -0.7589 -0.7396 -0.6340 0.1717
H 1.7909 3.8905 -2.0571 0.0092 0.2053 0.1535 0.4686
C -1.0217 3.6677 3.8583 0.8506 1.6349 -0.2528 -0.2704
H -1.1917 2.6064 4.0395 0.4145 0.1997 0.8132 0.1827
H 1.3640 -2.1847 -5.7910 -0.0203 -0.3048 0.0456 0.1627
H 4.3629 1.2600 4.9094 0.2034 0.0644 0.1186 0.4676
H -2.8938 -3.7076 2.4113 -0.8312 -0.8261 0.2258 0.1845
```
Forces are in eV/Å.

No. 3
This record from the Open Molecules 2025 dataset describes 9 unconnected molecules or ions with the total composition C5H28O9 at a distorted geometry. The level of theory is ωB97M-V/def2-TZVPD.

## Properties
<S²>: 0.755
ΔE to the lowest compared entry with this formula, charge and spin: 1.7751 eV
E_HOMO (spin up / spin down): -13.964 / -13.962 eV
largest force on an atom: 9.840 eV/Å
charge: +1
frontier orbital gap (spin up / spin down): 10.7 / 4.9 eV
multiplicity: 2

XYZ file:
```
42
Properties=species:S:1:pos:R:3:forces:R:3:mulliken_spin:R:1
H 2.2924 -0.8865 2.2232 -0.0040 -0.7202 0.0323 -0.0014
O 1.6717 3.1397 2.3291 -1.7733 -0.9562 3.8916 -0.0006
C -1.2524 -1.1522 0.3960 3.5343 -0.9675 3.9620 0.0873
H 1.1008 3.6815 1.7794 -0.4628 0.6569 -0.7982 0.0002
H -2.2136 -1.2320 0.8399 -1.3109 0.7862 -0.4813 -0.0047
H 1.1698 -3.0848 1.0647 0.2583 -0.9664 -2.4794 -0.0004
C 0.7087 -0.0609 -0.7814 -0.4323 -0.3819 -1.4363 0.1628
O -2.3076 -3.0154 -2.3744 -2.6228 0.0230 -0.3523 0.0002
O -1.6006 -0.0832 4.4921 -0.5028 1.9292 -1.7691 0.0002
O 1.1156 -3.3495 0.0723 -0.5902 1.5026 2.0070 0.0002
H -1.1906 1.2558 -3.7398 -0.5039 0.3077 0.0068 0.0000
H -2.3381 0.2823 -1.3784 -0.9602 -1.5899 -0.8383 -0.0023
H -0.3870 0.8167 0.9478 0.0126 -0.4365 -0.8479 0.0015
O -0.3190 1.0534 -4.0682 0.3650 0.0540 0.3189 -0.0001
C 1.6700 1.1170 -0.2794 -1.1600 -0.7305 -0.1589 0.0695
H -3.2888 -2.9145 -2.1182 2.6318 -0.2057 -0.2166 0.0000
O -0.0895 -2.3747 -3.7293 1.3129 1.6072 -3.2620 0.0001
H 1.2511 2.1150 -0.4465 0.3721 -0.1321 -0.3922 -0.0066
H -0.7055 4.7870 1.1650 -2.3218 2.4643 0.3337 -0.0001
H -2.6186 1.2783 0.2323 1.2953 -2.2874 -1.5340 0.0376
H 0.8634 -0.6989 2.4683 -0.3293 -0.2205 0.1246 -0.0007
H -0.6347 -1.4005 1.3914 -0.9056 -0.1370 -2.1755 0.0202
H -1.8631 1.8187 -0.9849 1.3180 1.0226 -0.9595 0.0225
H -0.8113 -0.5941 4.2940 0.0911 0.0227 -0.0989 0.0000
O 1.7748 0.8612 1.0365 1.3255 -0.7874 0.0108 0.3937
C -1.8643 0.8111 -0.6210 -0.9232 4.1019 2.8218 0.0206
H 1.0651 3.1308 3.2148 2.5045 -0.1472 -2.8747 0.0001
H -0.9417 -2.6588 -3.5330 -2.3814 -0.9519 0.8392 0.0000
H 1.8190 1.6689 1.5748 -0.3379 1.7311 1.0454 -0.0142
H -1.7123 -2.8254 -1.6559 -0.3890 -0.0480 0.6689 -0.0006
H 1.6661 -4.1011 -0.1278 0.3346 -0.3763 0.4011 -0.0001
C -0.6292 0.2326 0.0206 -2.2059 -0.5395 -0.1139 0.0807
H -1.7082 0.6303 3.7640 0.4228 -1.9834 1.8712 -0.0001
H 0.6015 -0.1162 -1.9301 0.0559 0.4903 1.8401 -0.0027
H 0.3701 4.4877 0.0260 3.7155 3.0381 -8.5898 0.0000
H -0.3037 0.0946 -4.0456 0.1418 -0.5891 -0.3352 0.0002
O -0.0363 4.3476 0.7437 -1.6542 -5.1776 7.8847 0.0006
H 0.4628 -2.3793 -2.9992 1.3647 -0.4102 2.2498 0.0001
O 1.4927 -1.4199 2.3718 0.4031 0.4337 0.1806 0.0093
H 1.0276 -1.0685 -0.4401 0.4430 0.8050 -0.0888 -0.0050
H -1.0625 -1.9891 -0.2469 0.3206 -0.0530 -0.3699 -0.0058
H 2.6787 0.9433 -0.7379 -0.4520 -0.1807 -0.3178 0.1379
```
Forces are in eV/Å.